{"formula": "C34H41ClHfN4O3PS2Se", "method": "the ωB97M-V functional and the def2-TZVPD basis", "gap_ev": 8.2, "total_charge": 3, "max_force_ev_per_a": 1.2, "homo_ev": -15.70, "species": ["Hf", "O", "N", "C", "C", "C", "C", "C", "S", "H", "H", "H", "H", "Cl", "C", "C", "C", "C", "C", "C", "P", "C", "C", "C", "C", "C", "C", "C", "C", "C", "C", "C", "C", "H", "H", "H", "H", "H", "H", "H", "H", "H", "H", "H", "H", "H", "H", "C", "S", "C", "O", "H", "H", "H", "H", "H", "H", "C", "N", "C", "C", "C", "O", "H", "H", "H", "H", "H", "H", "H", "H", "H", "C", "N", "C", "C", "N", "C", "C", "Se", "H", "H", "H", "H", "H", "H", "H", "H"], "coordinates": [[-0.528, 0.340, -0.227], [-0.851, 0.789, 1.662], [-1.279, 1.984, 2.099], [-1.886, 2.020, 3.311], [-2.300, 3.210, 3.829], [-2.077, 4.379, 3.090], [-1.454, 4.309, 1.864], [-1.034, 3.083, 1.340], [-0.210, 2.914, -0.174], [-1.988, 1.065, 3.806], [-2.772, 3.233, 4.801], [-2.384, 5.339, 3.487], [-1.252, 5.197, 1.281], [-2.406, -1.613, 0.409], [-1.971, -3.254, -0.088], [-2.977, -4.179, -0.257], [-2.611, -5.471, -0.615], [-1.274, -5.799, -0.785], [-0.284, -4.837, -0.614], [-0.627, -3.537, -0.258], [0.571, -2.194, -0.013], [0.850, -2.197, 1.796], [1.983, -1.560, 2.308], [2.222, -1.528, 3.673], [1.330, -2.136, 4.547], [0.198, -2.768, 4.048], [-0.044, -2.798, 2.680], [2.076, -2.876, -0.751], [2.136, -2.927, -2.146], [3.185, -3.573, -2.782], [4.186, -4.174, -2.025], [4.134, -4.122, -0.639], [3.080, -3.479, 0.002], [-4.016, -3.907, -0.111], [-3.381, -6.218, -0.764], [-0.996, -6.810, -1.053], [0.755, -5.107, -0.753], [2.712, -1.132, 1.632], [3.113, -1.047, 4.059], [1.527, -2.134, 5.612], [-0.494, -3.257, 4.723], [-0.921, -3.317, 2.314], [1.340, -2.492, -2.737], [3.218, -3.622, -3.865], [4.998, -4.696, -2.518], [4.908, -4.598, -0.049], [3.040, -3.470, 1.083], [-0.479, 0.087, -4.855], [0.567, 0.094, -3.426], [1.179, 1.756, -3.538], [-0.443, 0.164, -2.245], [-1.161, 0.936, -4.810], [-1.030, -0.854, -4.864], [0.169, 0.145, -5.733], [1.898, 1.791, -4.359], [1.679, 1.981, -2.597], [0.348, 2.438, -3.718], [4.087, 0.098, -1.480], [3.845, 0.914, -0.281], [5.032, 1.546, 0.326], [2.653, 1.017, 0.263], [2.511, 1.716, 1.579], [1.645, 0.508, -0.339], [4.985, -0.495, -1.319], [4.247, 0.737, -2.349], [3.254, -0.568, -1.656], [5.817, 1.580, -0.422], [5.391, 0.970, 1.179], [4.815, 2.562, 0.642], [3.323, 1.447, 2.254], [1.569, 1.439, 2.038], [2.539, 2.798, 1.434], [-5.387, 1.987, 1.235], [-4.828, 2.979, 0.310], [-5.256, 4.290, 0.205], [-4.525, 4.866, -0.768], [-3.658, 3.899, -1.248], [-2.716, 4.098, -2.355], [-3.849, 2.754, -0.578], [-3.089, 1.069, -0.888], [-6.259, 2.419, 1.715], [-4.652, 1.719, 1.990], [-5.676, 1.094, 0.690], [-6.057, 4.687, 0.807], [-4.561, 5.864, -1.177], [-3.051, 4.944, -2.948], [-2.705, 3.203, -2.971], [-1.716, 4.288, -1.975]], "lowdin_charge": [1.08, -0.34, -0.16, 0.01, -0.01, 0.00, -0.05, -0.61, 0.71, 0.16, 0.13, 0.13, 0.12, 0.69, -0.59, -0.07, -0.03, -0.03, -0.04, -0.38, 1.03, -0.36, -0.13, -0.05, -0.04, -0.04, -0.08, -0.38, -0.13, -0.05, -0.04, -0.04, -0.07, 0.12, 0.13, 0.13, 0.12, 0.09, 0.12, 0.12, 0.12, 0.10, 0.07, 0.12, 0.12, 0.12, 0.11, -0.20, 0.97, -0.21, -0.73, 0.08, 0.08, 0.09, 0.09, 0.04, 0.08, 0.01, -0.09, 0.01, -0.46, 0.01, -0.26, 0.11, 0.11, 0.06, 0.11, 0.11, 0.10, 0.10, 0.07, 0.11, 0.00, -0.10, 0.00, 0.00, -0.09, -0.01, -0.63, 0.71, 0.11, 0.08, 0.09, 0.14, 0.14, 0.11, 0.08, 0.04]}

{"formula": "C40H42CaNOP2", "method": "the ωB97M-V functional and the def2-TZVPD basis", "gap_ev": [3.1, 6.5], "max_force_ev_per_a": 3.4, "spin_multiplicity": 2, "homo_ev": [-3.60, -6.98], "species": ["Ca", "C", "C", "C", "C", "C", "C", "C", "C", "C", "H", "H", "H", "H", "H", "H", "H", "H", "H", "H", "H", "H", "H", "H", "H", "P", "P", "C", "C", "C", "C", "C", "C", "C", "C", "C", "C", "C", "C", "C", "C", "C", "C", "C", "C", "C", "C", "C", "C", "C", "C", "C", "C", "H", "H", "H", "H", "H", "H", "H", "H", "H", "H", "H", "H", "H", "H", "H", "H", "H", "H", "H", "H", "H", "H", "O", "N", "C", "C", "C", "C", "C", "H", "H", "H", "H", "H"], "coordinates": [[0.687, 2.676, 2.432], [4.209, 4.598, -0.783], [3.430, 3.942, -1.643], [3.672, 2.557, -2.175], [3.385, 1.421, -1.171], [4.246, 1.301, 0.046], [5.353, 1.986, 0.342], [6.140, 2.849, -0.578], [5.678, 4.326, -0.552], [2.165, 1.299, 3.449], [3.837, 5.472, -0.221], [2.515, 4.404, -2.015], [4.669, 2.441, -2.607], [2.972, 2.421, -3.015], [2.325, 1.512, -0.875], [3.446, 0.461, -1.707], [3.852, 0.592, 0.785], [5.799, 1.903, 1.337], [6.200, 2.466, -1.600], [7.167, 2.870, -0.187], [5.938, 4.738, 0.440], [6.291, 4.907, -1.277], [2.612, 1.989, 4.183], [3.013, 0.915, 2.872], [1.764, 0.460, 4.030], [-3.953, -1.164, -0.964], [-2.674, -3.643, 0.279], [-3.080, -2.310, -2.065], [-2.741, -3.522, -1.531], [-5.562, -1.002, -1.895], [-5.715, -1.311, -3.256], [-6.934, -1.065, -3.901], [-8.033, -0.603, -3.175], [-7.916, -0.393, -1.796], [-6.694, -0.594, -1.159], [-2.977, 0.328, -1.348], [-1.676, 0.367, -0.806], [-0.855, 1.453, -1.083], [-1.309, 2.482, -1.913], [-2.603, 2.438, -2.443], [-3.458, 1.375, -2.141], [-3.284, -5.438, 0.350], [-4.616, -5.673, -0.038], [-5.074, -6.977, -0.207], [-4.223, -8.062, 0.036], [-2.924, -7.829, 0.494], [-2.462, -6.524, 0.681], [-0.877, -3.875, 0.518], [-0.398, -3.844, 1.843], [0.923, -4.191, 2.104], [1.781, -4.535, 1.055], [1.333, -4.462, -0.264], [0.014, -4.087, -0.542], [-2.844, -1.977, -3.079], [-2.540, -4.422, -2.118], [-4.887, -1.744, -3.817], [-7.015, -1.241, -4.978], [-8.983, -0.416, -3.684], [-8.786, -0.066, -1.223], [-6.603, -0.435, -0.084], [-1.325, -0.461, -0.190], [0.161, 1.479, -0.673], [-0.644, 3.320, -2.150], [-2.962, 3.242, -3.092], [-4.482, 1.351, -2.527], [-5.275, -4.828, -0.245], [-6.097, -7.153, -0.543], [-4.573, -9.084, -0.138], [-2.258, -8.669, 0.697], [-1.447, -6.356, 1.046], [-1.073, -3.565, 2.652], [1.287, -4.205, 3.131], [2.807, -4.857, 1.262], [2.001, -4.701, -1.098], [-0.323, -3.982, -1.575], [1.977, 4.121, 3.544], [3.109, 4.879, 3.764], [3.428, 5.706, 2.734], [4.640, 6.384, 2.772], [5.407, 6.339, 3.939], [5.011, 5.535, 5.007], [3.851, 4.769, 4.902], [2.721, 5.721, 1.918], [4.936, 6.936, 1.886], [6.315, 6.925, 4.016], [5.593, 5.508, 5.922], [3.498, 4.104, 5.679]], "mulliken_spin": [1.11, -0.02, 0.05, -0.03, -0.06, 0.00, 0.01, 0.00, 0.00, 0.19, 0.00, 0.00, 0.00, 0.00, 0.11, 0.00, -0.01, 0.00, 0.00, 0.00, 0.00, 0.00, -0.01, -0.01, -0.03, -0.01, 0.00, 0.00, 0.00, 0.00, 0.00, 0.00, 0.00, 0.00, 0.00, 0.04, 0.10, -0.40, 0.03, 0.00, 0.03, 0.00, 0.00, 0.00, 0.00, 0.00, 0.00, 0.00, 0.00, 0.00, 0.00, 0.00, 0.00, 0.00, 0.00, 0.00, 0.00, 0.00, 0.00, 0.00, 0.02, 0.16, 0.01, 0.00, 0.00, 0.00, 0.00, 0.00, 0.00, 0.00, 0.00, 0.00, 0.00, 0.00, 0.00, -0.21, -0.10, -0.03, 0.01, 0.00, 0.00, 0.00, 0.04, 0.00, 0.00, 0.00, 0.00]}

Number 1: electronic energy -158142.3077 eV. Number 2: electronic energy -82707.9053 eV.